Entry 1:
11
Properties=species:S:1:pos:R:3:forces:R:3 method="wB97M-V/def2-TZVPD" gap_ev="7.8 / 7.8" e_tot_ha=-248.0987
C -2.493632 0.592020 0.026822 3.03 0.23 -0.01
C -0.955595 0.787854 -0.078411 -1.10 1.25 0.94
C -2.291423 -0.693018 -0.065980 -0.60 -0.71 -0.18
C -0.375308 -0.473997 0.062908 0.33 2.46 -0.12
C 0.994528 -0.875284 -0.028915 2.22 -0.26 -1.75
N -1.321391 -1.434035 0.103308 -1.25 -2.35 0.49
H -3.169420 1.287239 -0.271236 -1.92 1.62 -0.46
H -0.539671 1.853245 -0.141222 -0.51 -1.96 -0.09
H 1.753112 -0.069411 0.059914 -0.68 -0.31 -0.53
H 1.055593 -1.474435 -0.967462 0.55 0.93 0.03
H 1.320890 -1.626357 0.627074 -0.05 -0.90 1.69

=====

Entry 2:
12
Properties=species:S:1:pos:R:3:forces:R:3 method="wB97M-V/def2-TZVPD" gap_ev=8.6 total_charge=+1 e_tot_ha=-302.5672 smiles="C#[N+][C@@H](C#N)C=C"
C 2.399830 0.287922 -0.893705 0.16 1.57 -0.15
C -0.504987 1.648645 0.241233 4.13 -5.13 1.31
C -1.621456 -1.113939 0.287320 -4.12 -1.05 0.42
C -0.395345 -0.899466 0.001496 1.80 0.10 -0.03
C 0.462285 0.135241 0.571168 -6.42 4.60 2.60
N -1.218558 2.460493 -0.072505 -1.96 2.39 -0.78
N 1.550575 0.343634 -0.143459 3.14 -0.42 -1.20
H 3.096664 0.722795 -1.589930 0.46 -0.64 -0.25
H -2.093937 -1.901420 -0.418160 0.23 1.42 1.85
H -2.193040 -0.526930 1.099649 0.74 -1.23 -1.59
H 0.083097 -1.416384 -0.757850 0.71 -1.17 -1.49
H 0.434873 0.259409 1.674743 1.12 -0.45 -0.66

=====

Entry 3:
12
Properties=species:S:1:pos:R:3:forces:R:3 method="wB97M-V/def2-TZVPD" gap_ev=8.6 total_charge=+1 e_tot_ha=-302.5043
C 2.264953 -0.089930 0.295239 0.77 -0.55 0.81
C 0.071673 -0.252520 -0.030826 1.19 0.41 0.02
C 1.328401 -1.059956 -0.082674 -0.65 2.55 0.32
C 1.182601 0.232260 -0.932565 -0.41 0.62 -1.58
C -2.167954 0.386939 0.470435 -0.55 -0.61 -0.19
N 2.625696 1.026557 0.222696 -0.14 0.71 -0.21
N -0.992837 -0.327849 0.546678 1.93 -1.26 0.20
H 1.397359 -2.054972 -0.227021 0.75 -3.08 -0.87
H 1.585188 0.616994 -1.940548 -0.76 -0.97 1.61
H -2.881370 -0.327684 0.833225 -1.30 -0.29 -1.04
H -2.227719 0.870419 -0.484021 -1.01 0.50 -0.20
H -2.185989 0.979740 1.329384 0.19 1.96 1.13

=====

Entry 4:
14
Properties=species:S:1:pos:R:3:forces:R:3 method="wB97M-V/def2-TZVPD" gap_ev=5.9 total_charge=-1 e_tot_ha=-453.3872
C 0.900396 -0.755915 -1.309709 -1.33 -2.57 -1.20
C 0.405572 2.021339 -1.564143 -1.22 1.37 1.97
C 0.718838 -0.073315 1.049218 -0.14 0.47 0.74
C 1.022087 1.438187 -2.579773 0.82 -2.45 -0.43
C -0.566255 0.387226 1.686971 -2.22 0.50 -1.62
N 0.500624 -0.322632 -0.165662 1.28 -0.09 -1.94
N 1.254068 -0.055487 -2.416366 -0.04 1.56 0.69
O 0.288605 2.915464 -0.768834 0.12 -0.18 0.07
O 1.055826 1.946592 -3.721658 0.45 -0.01 -1.42
H 0.593146 -1.864093 -1.588043 0.99 1.88 0.82
H -1.054515 1.392625 1.249708 1.29 -2.18 0.88
H -0.623155 0.343348 2.746606 0.52 0.57 1.04
H -1.233723 -0.471270 1.400353 -0.09 0.85 0.07
H 1.556969 -0.553929 -3.247667 -0.42 0.27 0.32

=====

Entry 5:
14
Properties=species:S:1:pos:R:3:forces:R:3 method="wB97M-V/def2-TZVPD" gap_ev="6.7 / 6.7" total_charge=-1 e_tot_ha=-776.3168
C 0.135127 -1.150526 -0.653606 0.85 -2.52 1.71
C 0.100212 -1.311019 -2.023087 0.89 -0.22 -1.93
C -0.142700 0.602495 1.057834 0.04 1.44 2.85
C -0.455594 1.881632 1.475903 -0.88 -0.88 1.01
C -0.500153 0.944256 -1.195047 0.27 -4.04 -5.44
N -0.190360 0.095533 -0.224438 0.17 1.35 -1.08
N -0.264610 -0.186819 -2.653838 -0.16 3.04 2.61
O -0.380620 0.136629 -3.911119 0.15 -0.80 1.64
S -1.034333 3.124119 0.496668 -0.18 1.26 0.38
H 0.470953 -1.989063 0.027444 -0.67 1.59 -0.61
H 0.592485 -2.202246 -2.587285 -1.43 1.68 1.01
H 0.134535 -0.034688 1.859764 0.28 -1.10 0.11
H -0.562703 2.072420 2.642116 0.73 -0.77 -2.38
H -0.419639 1.997468 -1.356872 -0.07 -0.04 0.13

=====

Entry 6:
13
Properties=species:S:1:pos:R:3:forces:R:3 method="wB97M-V/def2-TZVPD" gap_ev=9.1 e_tot_ha=-357.6263
C 1.112254 0.059711 1.396080 -0.35 0.89 -3.93
C 1.336421 -0.702034 -0.143725 -2.21 -0.28 2.84
C -0.100115 -0.160218 -0.715313 1.54 -0.34 -5.86
C -2.036327 0.568759 -1.368183 -0.38 -1.81 -6.84
C -0.872000 0.455870 0.305347 2.29 -0.29 2.29
H 1.830542 0.828968 1.706923 0.09 -0.30 -0.55
H 1.240592 -0.782236 1.984689 -0.53 -1.14 2.08
H 0.927626 -1.964020 0.200868 2.04 3.72 -1.57
H 2.505065 -0.441834 -0.405073 -3.52 -1.14 -0.30
H -2.855131 0.572193 -2.236415 1.44 0.52 2.52
N -0.786389 0.042198 -1.920839 2.36 -1.13 4.60
N -2.096989 0.805214 -0.167902 -2.09 1.82 3.67
N -0.205550 0.717430 1.363544 -0.68 -0.51 1.06

=====

Energy relative to the best compared isomer or geometry (same formula, charge and spin) values (in kcal/mol) by entry order: 110.63, 73.18, 112.64, 65.72, 116.71, 91.79.